#one
2 unconnected molecules or ions with the total composition C5H9O, computed with ωB97M-V/def2-TZVPD.

ORCA input file:
```
! wB97M-V def2-TZVPD RIJCOSX def2/J DEFGRID3
* xyz 1 1
C 1.6253 -0.3052 -1.2886
C -0.8899 2.0436 1.1417
C 0.5227 0.3639 -0.9279
C -0.2884 -1.4094 0.8030
C -0.4882 -0.0302 0.0522
O -1.1248 0.8567 0.9294
H 2.2198 0.0431 -2.2644
H 1.7482 -1.2960 -0.8932
H -1.5186 2.4686 1.9121
H -0.0385 2.5712 0.6086
H 0.2983 1.3190 -1.4710
H 0.2323 -2.1311 0.1615
H -1.2083 -1.9985 1.0975
H 0.4714 -1.1575 1.6412
H -1.9810 -0.4967 -0.7459
*
```

---

#two
2 unconnected molecules or ions with the total composition C5H9O, computed with ωB97M-V/def2-TZVPD.

ORCA input file:
```
! wB97M-V def2-TZVPD RIJCOSX def2/J DEFGRID3
* xyz 1 1
C 2.2548 -2.3986 -1.3419
C -0.9216 0.3854 0.6659
C -0.6903 1.5233 -0.1057
C -1.5015 0.2335 2.0068
C -0.0363 1.4602 -1.2624
O 1.5606 -1.5452 -0.8827
H 1.9392 -3.0680 -2.0606
H 3.2973 -2.4178 -1.0505
H -0.6346 -0.5562 0.2001
H -0.9419 2.4963 0.3875
H -1.5914 1.3345 2.3397
H -2.5711 -0.3352 2.1439
H -0.5900 -0.0500 2.5250
H 0.0647 2.3684 -1.9163
H 0.3620 0.5693 -1.6488
*
```

---

Most stable: #two

---

#one
A gas-phase ion, C3H3N2O3 (charge -1), computed with ωB97M-V/def2-TZVPD.

ORCA input file:
```
! wB97M-V def2-TZVPD RIJCOSX def2/J DEFGRID3
* xyz -1 1
C 1.9533 -0.7741 -0.1679
C 0.3759 0.9631 -0.5379
C -1.6207 -0.0852 0.4338
N 0.8548 -1.5377 -0.2547
N -0.4763 -0.0527 -0.4071
O 1.6905 0.6608 -0.5715
O 3.1087 -0.9796 0.1287
O -0.0212 2.1113 -0.3508
H -2.4196 -0.4121 -0.2462
H -1.4906 -0.8644 1.2770
H -1.9546 0.9708 0.6966
*
```

---

#two
A gas-phase ion, C3H3N2O3 (charge -1), computed with ωB97M-V/def2-TZVPD.

ORCA input file:
```
! wB97M-V def2-TZVPD RIJCOSX def2/J DEFGRID3
* xyz -1 1
C -0.0847 1.5032 -0.0637
C -1.2575 0.8399 -0.1195
C -1.0269 -0.6951 -0.0834
N 0.3021 -1.0728 -0.3742
N 1.2768 -0.1650 -0.5776
O -2.3553 1.2566 0.1625
O -1.8401 -1.5432 0.2761
O 2.2825 -0.2248 0.3833
H 0.1168 2.2547 -0.8021
H 0.7080 -1.8969 -0.0387
H 1.8784 -0.2567 1.2372
*
```

---

#three
A gas-phase ion, C3H3N2O3 (charge -1), computed with ωB97M-V/def2-TZVPD.

ORCA input file:
```
! wB97M-V def2-TZVPD RIJCOSX def2/J DEFGRID3
* xyz -1 1
C 0.6436 0.3838 -1.6833
C -0.1249 -0.6696 -1.5212
C 0.4765 0.8698 0.6127
N -0.1957 -0.2385 0.4653
N -0.9738 -0.8496 1.4556
O -0.5459 -1.7264 -1.8385
O 0.7050 1.6066 1.5682
O 1.0811 1.1555 -0.5816
H 1.2030 0.6302 -2.4626
H -1.8408 -0.3289 1.5752
H -0.4282 -0.8329 2.4103
*
```

---

Most stable: #one

---

#one
A single C3H8F2N2 molecule, computed with ωB97M-V/def2-TZVPD.

ORCA input file:
```
! wB97M-V def2-TZVPD RIJCOSX def2/J DEFGRID3
* xyz 0 1
C -0.6591 0.6311 -0.5796
C -0.7046 -0.3466 0.5541
C 0.7086 -1.1504 0.6883
H -2.6092 1.3790 -1.4397
H -1.2032 2.5424 -1.5001
H 0.3592 1.2077 -0.4312
H -0.3232 0.2379 -1.6987
H 0.7388 -2.0147 1.4074
H 1.0215 -1.7643 -0.3064
H 2.7664 -0.8158 -0.2387
H 2.2154 -0.0234 1.5560
N -1.6812 1.6915 -0.8679
N 1.9912 -0.3752 0.6180
F -0.7838 0.1136 1.7609
F -1.8367 -1.3129 0.4777
*
```

---

#two
A single C3H8F2N2 molecule, computed with ωB97M-V/def2-TZVPD.

ORCA input file:
```
! wB97M-V def2-TZVPD RIJCOSX def2/J DEFGRID3
* xyz 0 1
C 1.3611 0.8615 -1.0441
C -0.5931 0.0905 0.6304
C 0.7995 -0.2198 -0.1318
N -1.5462 0.3009 -0.4552
N -0.9347 -0.9417 1.5827
F 1.7807 -0.6096 0.6806
F 0.5437 -1.4092 -0.8024
H 1.2748 1.8468 -0.4910
H 0.7452 0.9630 -1.9847
H 2.3257 0.8542 -1.5525
H -0.4385 1.0804 1.2121
H -1.4562 -0.2518 -1.2894
H -2.5243 0.2563 -0.0561
H -0.4688 -0.8487 2.4750
H -0.8688 -1.9727 1.2263
*
```

---

Most stable: #two

---

#one
A single C15H18O4 molecule, computed with ωB97M-V/def2-TZVPD.

ORCA input file:
```
! wB97M-V def2-TZVPD RIJCOSX def2/J DEFGRID3
* xyz 0 1
O 2.4443 -2.2320 -0.0814
O -3.5456 0.8954 -0.5689
O -0.9754 1.4558 2.6945
O 3.8070 -0.0177 -0.6706
C 1.7841 -1.2675 -0.4374
C -0.4744 -2.4377 -0.8352
C 0.3500 -1.3363 -0.4488
C -0.5368 -0.1818 -0.1183
C -1.8583 -2.1451 -0.4939
C -1.8995 -0.7822 -0.0769
C 0.0993 0.9355 0.4814
C -3.0756 -3.0730 -0.5955
C -3.1427 -0.1242 0.3169
C -0.5759 1.9883 1.3713
C 2.5600 1.3074 1.6495
C 2.3748 2.3928 0.5639
C 1.9025 0.6754 -2.1074
C 1.6956 1.0037 0.3606
C 2.3370 0.1510 -0.7027
H -3.2863 0.7434 -1.4362
H -1.4930 0.6987 2.3890
H 4.0592 -0.7194 -0.0709
H -0.1241 -3.4136 -1.2314
H -3.8124 -2.8039 -1.4007
H -2.7554 -4.1618 -0.8060
H -3.7658 -3.1786 0.3229
H -3.9969 -0.8327 0.5129
H -2.9932 0.2247 1.3577
H -1.4663 2.4128 0.8352
H 0.0252 2.8559 1.5651
H 1.9698 1.5224 2.5416
H 3.6834 1.1047 1.8027
H 3.3706 2.6388 0.1428
H 1.8034 3.2224 0.6695
H 0.8244 0.6892 -2.2756
H 2.2025 1.7076 -2.3439
H 2.4845 0.0813 -2.8760
*
```

---

#two
A single C15H18O4 molecule, computed with ωB97M-V/def2-TZVPD.

ORCA input file:
```
! wB97M-V def2-TZVPD RIJCOSX def2/J DEFGRID3
* xyz 0 1
C -2.6125 0.2341 -4.5226
C -1.4944 -0.1826 -3.7693
H -1.4209 -1.3015 -3.8095
H -0.4855 0.1831 -4.1042
O -1.6515 0.5364 -2.3002
C -0.6912 0.0349 -1.2948
C 0.3741 -0.8703 -1.3998
C 1.4145 -0.8988 -0.5644
C 1.2335 -0.3400 0.7144
C -0.0231 0.4564 0.8851
C -0.7142 0.5498 -0.2111
O -1.8053 1.5077 -0.1060
C -2.8157 1.8371 1.1488
C -3.2559 0.2912 1.5796
H -3.9114 0.7061 2.4608
H -3.8786 -0.2633 0.9672
H -2.6537 -0.2723 2.0706
H -3.5664 2.2702 0.8478
H -2.0809 2.1836 1.6889
O -0.1872 0.9179 2.1017
C 0.6695 0.9621 3.1901
O 0.3961 1.2769 4.2560
C 1.8210 -0.0820 2.9498
C 2.0458 -0.7873 1.8898
C 3.4782 -1.2969 1.5518
H 3.0253 -2.3451 1.0477
H 3.4655 -1.6676 2.7939
C 4.4923 -0.6874 0.8944
H 4.6183 0.1369 1.7238
H 4.0135 -0.3672 0.0443
H 5.3711 -1.2655 0.8468
H 2.4330 0.0262 3.8797
H 2.1899 -1.6797 -0.7539
H 0.5815 -1.1643 -2.4469
H -2.5782 1.4167 -4.4480
H -2.3528 -0.1788 -5.6588
H -3.4439 0.1237 -4.1436
*
```

---

Most stable: #one

---

#one
2 unconnected molecules or ions with the total composition C4H10N3O2, computed with ωB97M-V/def2-TZVPD.

ORCA input file:
```
! wB97M-V def2-TZVPD RIJCOSX def2/J DEFGRID3
* xyz 1 3
C -0.8349 1.7742 0.6202
C -0.3230 0.9426 -0.2657
C -0.2351 0.4844 -1.5139
C 0.9074 -0.8227 0.9281
N -0.9645 -0.4248 -2.2030
N 0.0732 -1.0359 1.9431
N 1.1936 -1.8438 0.1135
O 1.0686 0.7326 -2.1661
O -0.7370 1.5944 2.0315
H -1.5623 2.4174 0.2605
H 1.4524 0.1700 0.9042
H -1.9899 -0.4826 -2.1035
H -0.4526 -1.1468 -2.7716
H -0.3632 -1.8863 2.0636
H -0.1568 -0.3121 2.6135
H 1.9902 -1.7410 -0.6151
H 1.1117 1.6549 -2.2940
H 0.4646 -2.5305 -0.0476
H -0.6422 2.4560 2.5022
*
```

---

#two
A gas-phase ion, C4H10N3O2 (charge +1), computed with ωB97M-V/def2-TZVPD.

ORCA input file:
```
! wB97M-V def2-TZVPD RIJCOSX def2/J DEFGRID3
* xyz 1 3
C 0.1478 0.8115 0.6266
C -1.5247 0.0192 -1.0980
C -0.5061 -1.0028 -1.8153
C 1.5533 -0.8365 1.6552
N -0.8351 1.1505 -0.3682
N 0.3988 -0.4504 0.8271
N 0.7291 1.8813 1.1513
O -2.3712 -0.8248 -0.3676
O 0.1301 -0.5330 -2.8502
H -2.1217 0.4581 -1.8851
H -0.2102 -1.8225 -1.1609
H 1.1414 -1.5128 2.5013
H 1.9894 0.0551 2.0171
H 2.2902 -1.3628 0.9761
H -1.7599 1.6192 -0.0082
H 0.6224 2.7449 0.6745
H 1.3315 1.8347 1.9017
H -1.8522 -1.1439 0.3960
H 0.8470 -1.0849 -3.1733
*
```

---

Most stable: #two

---

#one
2 unconnected molecules or ions with the total composition CH3Cl2P, computed with ωB97M-V/def2-TZVPD.

ORCA input file:
```
! wB97M-V def2-TZVPD RIJCOSX def2/J DEFGRID3
* xyz 0 1
C 0.9724 -0.2750 -1.3152
P -0.6162 -0.4402 -0.7773
Cl -1.1804 0.4437 2.8720
Cl -1.3189 1.4233 -0.3207
H 1.6525 0.6279 -1.3406
H 1.5051 -1.0828 -1.7326
H -1.0145 -0.6968 2.6145
*
```

---

#two
2 unconnected molecules or ions with the total composition CH3Cl2P, computed with ωB97M-V/def2-TZVPD.

ORCA input file:
```
! wB97M-V def2-TZVPD RIJCOSX def2/J DEFGRID3
* xyz 0 1
C -1.0085 -0.0374 0.4925
P 1.5510 0.5378 0.0948
Cl -1.5322 -1.2930 -0.6228
Cl 1.6478 1.3859 -1.7007
H -1.4867 0.8776 0.4900
H -1.0817 -0.5704 1.4898
H 1.9103 -0.9006 -0.2435
*
```

---

Most stable: #one